Computed, not measured: a structure of composition C32H30Br2CuN7O5S, with ωB97M-V/def2-TZVPD.

ORCA input file:
```
! RIJCOSX wB97M-V def2-TZVPD def2/J DEFGRID3
* xyz -1 2
N -2.738 6.315 -0.067
C 0.804 0.432 -2.374
C -3.675 -4.151 -0.923
H 4.392 -4.758 -1.650
H 5.734 -0.116 0.331
H -4.561 6.864 0.743
Br -5.811 4.485 1.958
H 5.672 -1.097 -1.150
C -3.871 6.044 0.582
H 2.451 0.764 0.480
N 0.814 0.524 1.654
O -1.380 1.804 0.449
H -0.969 5.524 -0.799
C -4.551 -3.830 0.133
C 0.141 0.870 2.789
C 0.685 1.739 3.746
C -2.981 -2.188 0.933
C -1.878 0.674 4.092
H -3.491 2.722 1.169
H -3.963 -4.908 -1.642
C -3.296 3.730 0.828
H 0.345 2.748 5.633
C 3.085 -2.643 -2.715
C -0.240 0.574 -4.543
H -2.424 0.372 -5.810
C 3.631 -2.493 -0.361
H -3.133 -0.732 -4.604
H -4.879 -2.630 1.857
H 4.299 -0.490 2.058
Br -6.209 -4.759 0.291
O 1.810 0.386 -1.656
C -1.091 2.914 -0.122
N -0.446 0.271 -1.852
O -0.117 3.186 -0.811
H 5.752 -3.805 -1.018
C -0.074 2.072 4.897
H -3.388 -1.125 2.766
N 4.126 -2.651 -1.689
H -1.909 1.808 5.930
C -1.322 1.549 5.057
H -0.244 0.694 -5.619
C -2.116 4.003 0.154
C 4.191 -1.551 1.828
C -4.211 -2.871 1.037
H 2.495 -1.733 -2.629
H 5.455 -3.854 -2.763
S 2.194 -3.147 0.129
C 5.682 -1.130 -0.067
H 4.896 -2.115 2.447
C -2.667 -1.221 1.947
C -4.175 4.773 1.038
C -2.680 0.247 -4.758
N -1.468 0.381 -3.970
C 4.974 -3.835 -1.783
C -1.888 5.304 -0.271
H 3.181 -1.872 2.057
H 3.582 -2.662 -3.687
C -2.477 -3.506 -1.044
Cu -0.772 -0.034 0.077
H 2.416 -3.507 -2.632
C -2.063 -2.494 -0.124
O -2.703 0.070 -2.097
C 0.886 0.622 -3.819
H 2.423 2.947 4.192
H 6.572 -1.674 0.269
C 1.978 2.257 3.483
N 4.466 -1.766 0.419
N -1.590 -0.528 1.936
H -1.794 -3.736 -1.853
H -3.412 0.998 -4.467
C 1.995 1.029 1.431
H 1.848 0.792 -4.277
C -1.177 0.336 2.970
C 2.628 1.911 2.340
H 3.604 2.313 2.107
O -0.910 -1.953 -0.255
C -1.583 0.232 -2.581
H -2.877 0.286 4.249
*
```

Results
E_LUMO (alpha / beta) (eV): 2.01 / 1.98
HOMO level (alpha / beta) (eV): -4.9 / -5.0
Gap between HOMO and LUMO (alpha / beta) (hartree): 0.256 / 0.255
Energy above the lowest of the compared OMol25 structures with the same formula, charge and spin (eV): 0.000